# 1
{"formula": "C5H14NO", "method": "ωB97M-V with the def2-TZVPD basis set", "elements": ["C", "C", "C", "C", "C", "N", "H", "H", "H", "H", "H", "H", "H", "H", "H", "H", "H", "H", "H", "H", "O"], "coordinates": [[0.8821, -0.7385, -1.2808], [-0.2069, 0.2045, -1.7779], [-1.4824, 0.2106, -0.9439], [-1.3250, 0.5275, 0.5585], [0.4443, 1.6070, 1.8406], [-0.2561, 1.4849, 0.7753], [1.8159, -0.7081, -1.8352], [0.4935, -1.7794, -1.2201], [1.2727, -0.4603, -0.2880], [-0.5440, -0.1719, -2.7547], [0.2210, 1.2052, -1.9600], [-2.0607, -0.6948, -1.0358], [-2.0959, 0.9969, -1.4146], [-1.1660, -0.4007, 1.0723], [-2.2704, 1.0065, 0.8639], [0.9178, 2.6095, 2.0546], [0.1754, 1.0047, 2.6952], [0.1220, 2.1153, 0.0725], [1.1170, -3.1139, 1.8170], [2.3288, -2.6014, 1.0914], [1.6172, -2.3035, 1.6697]], "atomic_forces_ev_per_a": [[0.20, -0.36, 0.94], [0.41, -0.91, -0.60], [-0.01, 1.62, -0.23], [-1.07, -0.05, -1.88], [-1.77, 1.86, 1.09], [2.10, 0.38, 1.19], [-0.27, -0.14, -0.73], [0.43, 0.64, -0.03], [-0.56, -0.20, 0.05], [0.28, 0.38, 0.04], [-0.38, -0.16, 0.14], [0.05, -0.45, -0.02], [-0.09, -0.24, 0.35], [0.46, -0.10, 0.76], [0.51, -0.20, 0.34], [0.47, -1.58, -0.73], [0.37, -0.49, 0.06], [-1.08, -0.04, -0.78], [-0.06, 0.05, 0.16], [0.09, 0.14, 0.05], [-0.08, -0.14, -0.16]], "mulliken_charge": [-1.02, -0.54, -0.58, -0.64, -0.20, 0.08, 0.42, 0.27, 0.20, 0.33, 0.30, 0.40, 0.33, 0.43, 0.32, 0.29, 0.29, 0.31, 0.32, 0.32, -0.63], "lumo_energy_ev": -5.25, "e_above_lowest_kcal_mol": 48.14, "total_charge": 1, "gap_ev": 9.43, "molar_mass_g_mol": 104.2}

# 2
{"formula": "C6H23N2O3", "method": "ωB97M-V with the def2-TZVPD basis set", "elements": ["C", "N", "C", "C", "C", "C", "N", "C", "H", "H", "H", "H", "H", "H", "H", "H", "H", "H", "H", "H", "H", "H", "H", "H", "H", "H", "H", "O", "H", "H", "O", "H", "H", "O"], "coordinates": [[1.0486, -0.4269, -1.5967], [-0.1981, -1.1717, -1.4293], [-0.0285, -2.5007, -0.8234], [-1.2803, -2.9163, -0.0441], [-1.1387, -2.6828, 1.4635], [1.3229, 0.3831, -0.3197], [0.0581, 0.9954, 0.1515], [-0.2794, 2.2637, -0.5328], [1.9036, -1.0879, -1.7620], [0.9838, 0.2506, -2.4470], [-0.6692, -1.2655, -2.3184], [0.2212, -3.2626, -1.5681], [0.8244, -2.4611, -0.1452], [-1.5193, -3.9654, -0.2219], [-2.1323, -2.3349, -0.3945], [-0.9290, -1.6259, 1.6612], [-2.0635, -2.9405, 1.9796], [-0.3207, -3.2773, 1.8670], [1.6993, -0.2561, 0.4745], [2.0598, 1.1610, -0.5020], [-0.6850, 0.2947, -0.0017], [0.0987, 1.1571, 1.1673], [-0.3116, 2.0944, -1.6087], [0.4777, 3.0230, -0.3709], [-1.2617, 2.5828, -0.2003], [-3.1226, 0.4059, 1.4824], [-3.5025, 0.5800, -0.0009], [-2.7829, 0.6964, 0.6274], [3.3557, 3.8885, -0.7336], [2.8052, 3.6214, -2.1502], [2.7182, 3.3607, -1.2245], [0.2132, 0.1140, 3.5518], [1.0443, 1.4114, 3.5154], [0.5961, 0.7639, 2.9534]], "atomic_forces_ev_per_a": [[-0.08, -0.03, 0.33], [0.23, 0.08, -0.09], [-0.27, -0.18, 0.02], [0.03, -0.04, 0.38], [-0.09, 0.12, -0.35], [0.27, -0.28, -0.20], [0.21, 0.40, 0.35], [-0.36, 0.07, -0.55], [0.08, 0.08, -0.11], [-0.13, -0.07, -0.07], [-0.06, 0.03, 0.01], [0.02, 0.11, -0.12], [0.05, 0.05, 0.08], [0.07, -0.01, -0.02], [-0.04, 0.00, -0.21], [0.03, -0.01, 0.04], [0.07, -0.04, 0.09], [-0.01, -0.03, 0.11], [-0.12, -0.09, 0.11], [-0.03, 0.11, 0.02], [-0.09, 0.07, -0.22], [0.11, -0.16, -0.07], [-0.08, -0.14, 0.05], [0.10, -0.11, 0.31], [0.03, 0.05, 0.07], [-0.09, 0.03, -0.16], [-0.08, -0.03, 0.07], [0.17, -0.05, 0.11], [0.06, 0.06, -0.13], [0.10, 0.05, 0.20], [-0.12, -0.10, -0.08], [0.02, 0.01, 0.04], [-0.11, -0.19, -0.07], [0.09, 0.21, 0.05]], "mulliken_charge": [-0.84, -0.27, -0.65, -0.44, -1.03, -0.52, 0.14, -0.89, 0.36, 0.45, 0.23, 0.35, 0.36, 0.37, 0.27, 0.02, 0.38, 0.38, 0.29, 0.42, 0.26, 0.35, 0.33, 0.39, 0.34, 0.28, 0.28, -0.57, 0.29, 0.29, -0.59, 0.28, 0.27, -0.60], "lumo_energy_ev": -2.47, "e_above_lowest_kcal_mol": 6.97, "total_charge": 1, "gap_ev": 10.10, "molar_mass_g_mol": 171.3}

# 3
{"formula": "C30H43F5OOsP2", "method": "ωB97M-V with the def2-TZVPD basis set", "elements": ["Os", "C", "C", "C", "C", "C", "C", "H", "H", "H", "C", "H", "H", "H", "C", "H", "H", "H", "C", "H", "H", "H", "C", "H", "H", "H", "C", "C", "C", "C", "C", "C", "C", "C", "H", "H", "H", "H", "H", "H", "H", "H", "H", "H", "H", "H", "P", "P", "C", "C", "H", "H", "H", "H", "C", "H", "H", "H", "C", "H", "H", "H", "C", "H", "H", "H", "C", "H", "H", "H", "F", "C", "C", "F", "C", "F", "C", "O", "C", "F", "C", "F"], "coordinates": [[0.2177, -0.5566, -1.5056], [-0.4850, -2.3223, -0.5408], [0.8945, -2.4810, -0.8823], [0.7308, -0.6888, 0.5704], [-0.5951, -1.1807, 0.3179], [1.6466, -1.4652, -0.2116], [-1.5814, -3.3153, -0.7930], [-1.3266, -3.9482, -1.6448], [-2.5305, -2.8179, -0.9946], [-1.7420, -3.9623, 0.0798], [-1.7964, -0.6967, 1.0713], [-2.7205, -1.0884, 0.6379], [-1.8178, 0.4035, 1.0513], [-1.7377, -0.9903, 2.1302], [1.0149, 0.2458, 1.7051], [0.8186, -0.2559, 2.6670], [0.3480, 1.1232, 1.6488], [2.0570, 0.5707, 1.6996], [3.1408, -1.4211, -0.1096], [3.4773, -1.9507, 0.7894], [3.4993, -0.3953, -0.0308], [3.5928, -1.8984, -0.9803], [1.4867, -3.6668, -1.5855], [1.7947, -4.4563, -0.8845], [2.3711, -3.3598, -2.1464], [0.7609, -4.0982, -2.2787], [-1.7876, 0.5888, -5.8046], [-1.8059, -0.7562, -5.8586], [-0.7659, -1.5782, -6.5574], [0.7181, -1.2440, -6.2018], [0.9368, -0.6631, -4.8382], [0.8616, 0.6640, -4.6608], [0.5524, 1.6506, -5.7557], [-0.7892, 1.4533, -6.5176], [-0.8840, -1.4780, -7.6523], [1.1374, -0.6064, -6.9970], [-0.9293, -2.6410, -6.3159], [-0.5723, 1.0934, -7.5384], [-2.6464, 1.1272, -5.3813], [-2.7277, -1.3020, -5.6032], [-1.2387, 2.4497, -6.6596], [0.5452, 2.6585, -5.3133], [1.2878, 1.1434, -3.7724], [1.3832, 1.6522, -6.4863], [1.2920, -2.1774, -6.2602], [1.2291, -1.3590, -4.0370], [-1.7075, 0.9134, -1.8033], [1.4217, 1.5847, -1.6613], [-1.1727, 2.3282, -2.8492], [0.2229, 2.8546, -2.4341], [-1.8910, 3.1458, -2.6868], [-1.1974, 2.0508, -3.9143], [0.7454, 3.3795, -3.2524], [0.0883, 3.5946, -1.6276], [1.9878, 2.5295, -0.2311], [2.6387, 1.9070, 0.3871], [1.1142, 2.8494, 0.3445], [2.5575, 3.4031, -0.5702], [3.1125, 1.1766, -2.3334], [3.5748, 2.0515, -2.8096], [3.0696, 0.3527, -3.0552], [3.7562, 0.8495, -1.5078], [-3.3557, 1.2167, -1.1179], [-3.8078, 0.2616, -0.8065], [-4.0148, 1.6944, -1.8618], [-3.2538, 1.8644, -0.2368], [-2.0612, -0.6222, -2.7574], [-1.1494, -1.2373, -2.9791], [-2.4704, -0.3388, -3.7304], [-2.7728, -1.2403, -2.1960], [-2.4976, 6.8883, 3.7436], [-2.1848, 5.8143, 2.9989], [-1.8888, 5.9827, 1.6431], [-1.9151, 7.2111, 1.0785], [-1.5577, 4.8871, 0.8853], [-1.2740, 5.0482, -0.4277], [-1.4723, 3.5703, 1.4402], [-1.1027, 2.5787, 0.7431], [-1.7954, 3.4424, 2.8286], [-1.7346, 2.2184, 3.3987], [-2.1358, 4.5423, 3.5843], [-2.3997, 4.4142, 4.9020]], "atomic_forces_ev_per_a": [[0.84, 4.91, -3.64], [-0.31, -1.62, 1.08], [0.02, -2.04, 0.94], [-0.79, -0.69, 2.38], [0.23, -0.59, 2.54], [0.86, -0.10, 0.65], [0.00, 0.16, -0.35], [-0.18, 0.00, 0.07], [0.02, -0.16, 0.02], [0.23, 0.21, -0.11], [-0.06, 0.29, -0.01], [0.09, 0.02, 0.20], [-0.09, -0.42, 0.10], [-0.03, -0.12, -0.34], [-0.05, 0.40, -0.04], [0.08, 0.04, -0.36], [0.40, -0.37, 0.13], [-0.20, -0.06, 0.17], [-0.09, 0.04, -0.09], [-0.14, 0.00, -0.15], [0.04, -0.15, 0.06], [0.10, 0.12, 0.11], [-0.03, 0.24, -0.46], [-0.16, 0.34, 0.00], [-0.05, -0.18, -0.07], [0.20, -0.02, 0.02], [-0.74, -0.79, -0.68], [-0.62, 0.89, -0.97], [0.34, -0.53, 0.06], [-0.10, -0.59, -0.43], [0.14, 0.72, -0.31], [0.98, -0.27, -0.18], [0.17, 0.41, -0.09], [0.31, 0.40, -0.10], [-0.02, -0.11, 0.40], [-0.10, 0.05, 0.51], [-0.08, 0.36, -0.17], [-0.21, -0.16, 0.46], [0.20, -0.35, -0.07], [0.51, 0.32, 0.36], [0.15, -0.36, -0.01], [0.11, -0.24, -0.15], [-0.60, -0.61, -0.57], [-0.27, 0.02, 0.31], [-0.14, 0.15, -0.08], [-0.01, 0.42, -0.17], [0.06, -0.83, -0.39], [0.27, -0.57, 0.30], [0.26, 0.27, -0.13], [0.68, 0.05, 0.14], [0.12, -0.22, -0.14], [-0.08, 0.00, 0.50], [-0.34, -0.23, 0.19], [0.17, -0.38, -0.26], [-0.29, -0.03, 0.53], [-0.08, 0.27, -0.12], [0.34, 0.01, 0.00], [-0.15, -0.16, -0.08], [-0.22, 0.38, -0.80], [-0.04, -0.19, 0.08], [-0.04, 0.30, 0.11], [-0.40, 0.33, -0.07], [-0.23, 0.28, 0.63], [0.23, 0.44, -0.14], [0.36, -0.16, 0.15], [-0.22, -0.13, -0.30], [-0.69, 0.15, -0.94], [-0.74, 0.19, -0.33], [0.01, -0.35, 0.26], [0.22, 0.35, -0.12], [0.41, -1.54, -0.99], [-0.38, 1.46, 1.02], [0.17, 0.97, -1.32], [-0.05, -1.34, 0.79], [0.06, 1.00, -0.82], [-0.24, -0.24, 1.16], [0.51, -1.31, -0.94], [-0.51, 1.02, 0.51], [-0.21, -0.49, 1.32], [-0.03, 1.30, -0.71], [-0.14, -0.79, 1.37], [0.23, 0.18, -1.43]], "lowdin_spin": [1.88, 0.09, 0.10, 0.10, 0.05, 0.03, 0.02, 0.00, 0.00, 0.01, 0.01, 0.00, 0.00, 0.00, 0.02, 0.01, 0.00, 0.00, 0.00, 0.00, 0.00, 0.00, 0.03, 0.01, 0.00, 0.00, 0.00, 0.00, 0.00, 0.01, 0.06, 0.03, 0.00, 0.00, 0.00, 0.00, 0.00, 0.00, 0.00, 0.00, 0.00, 0.00, 0.01, 0.00, 0.00, 0.03, 0.14, 0.07, 0.02, 0.02, 0.00, 0.00, 0.00, 0.00, 0.00, 0.00, 0.00, 0.00, 0.03, 0.00, 0.00, 0.00, 0.02, 0.00, 0.00, 0.00, 0.11, 0.04, 0.01, 0.00, 0.07, 0.21, 0.00, -0.01, 0.13, 0.03, 0.10, 0.32, 0.13, 0.04, -0.01, -0.01], "lumo_energy_ev": [-5.37, -8.07], "e_above_lowest_kcal_mol": 57.61, "total_charge": 2, "multiplicity": 5, "gap_ev": [6.68, 5.88], "molar_mass_g_mol": 766.8}

Number 1: calculated total energy -8941.920 eV. Number 2: calculated total energy -15712.608 eV. Number 3: calculated total energy -68466.766 eV.